(1)
C4H6N4 | ωB97M-V/def2-TZVPD

Frontier orbital gap = 10.3041 eV
Structure (SMILES) = [H]/N=C(/N)N1C[C@@H]1C#N
LUMO energy = 0.028 hartree
E = -374.970008 hartree
Energy above the lowest of the compared OMol25 structures with the same formula, charge and spin = 57.3 kcal/mol

Structure (XYZ):
```
14
Properties=species:S:1:pos:R:3:nbo_charge:R:1
C -0.4947 -1.0116 0.6688 0.588
C 0.2969 -0.0607 -1.6229 -0.213
C -0.0855 1.1387 -0.7542 -0.180
C 1.0411 1.6148 0.0295 0.234
H -0.8762 -0.7662 2.6509 0.411
H -0.8044 0.8110 1.7883 0.416
H 0.0775 -2.5490 -0.3156 0.353
H -0.0798 -0.1503 -2.6059 0.218
H 1.3335 -0.3479 -1.3888 0.218
H -0.8470 2.0191 -0.9953 0.245
N -0.8383 -0.2461 1.7594 -0.838
N -0.0769 -2.2300 0.6316 -0.733
N -0.6632 -0.1140 -0.4874 -0.424
N 2.0169 1.8923 0.6413 -0.295
```


(2)
C4H6N4O | ωB97M-V/def2-TZVPD

Frontier orbital gap = 10.6577 eV
Structure (SMILES) = N#CC(N)(N)N1CC1=O
LUMO energy = 0.022 hartree
E = -450.220315 hartree
Energy above the lowest of the compared OMol25 structures with the same formula, charge and spin = 42.9 kcal/mol

Structure (XYZ):
```
15
Properties=species:S:1:pos:R:3:nbo_charge:R:1
C -1.3282 1.4877 -0.3021 -0.327
C 0.5199 -0.3184 0.1423 0.321
C -1.9658 0.2774 0.2185 0.703
N 1.6482 0.5843 0.1915 -0.802
N 0.3977 -0.8381 -1.2067 -0.819
N -0.6607 0.4307 0.4969 -0.447
C 0.6690 -1.4153 1.1194 0.222
O -2.9111 -0.4225 0.3634 -0.514
N 0.9109 -2.2957 1.8086 -0.290
H 1.6093 1.1618 1.0218 0.385
H 2.5293 0.0851 0.1697 0.376
H 1.2984 -1.0561 -1.6104 0.379
H -0.2088 -1.6486 -1.2457 0.380
H -1.3977 2.4453 0.1953 0.211
H -1.1105 1.5224 -1.3624 0.221
```


(3)
C4H6N4O2 | ωB97M-V/def2-TZVPD

Frontier orbital gap = 8.7061 eV
Structure (SMILES) = N[C@H]1C=NC=CN1[N+](=O)[O-]
LUMO energy = -0.006 hartree
E = -525.351356 hartree
Energy above the lowest of the compared OMol25 structures with the same formula, charge and spin = 161.6 kcal/mol

Structure (XYZ):
```
16
Properties=species:S:1:pos:R:3:nbo_charge:R:1
C 1.7688 0.0594 1.0786 -0.131
C 0.7445 0.8435 1.4198 -0.031
C 0.5794 -1.2990 -0.3736 0.095
C -0.6256 -0.3362 -0.4247 0.065
N 1.6293 -1.0567 0.2764 -0.394
N -0.5162 0.6404 0.8377 -0.325
N -0.7224 0.2966 -1.6883 -0.806
N -1.5357 1.6017 1.2572 0.658
O -1.3293 2.2998 2.1991 -0.365
O -2.5976 1.5074 0.7114 -0.394
H 2.8656 0.2541 1.2745 0.221
H 0.9144 1.5948 2.1843 0.252
H 0.4750 -2.0388 -1.1478 0.195
H -1.5885 -0.8979 -0.2433 0.215
H -1.2832 1.0697 -1.5165 0.379
H 0.1817 0.5046 -2.0415 0.368
```


(4)
C4H6N4O2S | ωB97M-V/def2-TZVPD

Frontier orbital gap = 10.2701 eV
LUMO energy = 0.021 hartree
E = -923.647261 hartree
Energy above the lowest of the compared OMol25 structures with the same formula, charge and spin = 0.0 kcal/mol

Structure (XYZ):
```
17
Properties=species:S:1:pos:R:3:nbo_charge:R:1
C 1.1525 0.2725 -1.9626 -0.330
C -0.2194 0.1680 -2.3409 -0.021
C 1.1506 -0.0584 -0.6377 -0.012
C -0.5000 -0.4499 1.0423 0.595
N -0.9390 -0.2876 -1.3377 -0.276
N -0.1091 -0.4406 -0.3264 -0.218
N 0.1895 -0.7109 2.0657 -0.691
N -1.9247 -0.2185 1.1991 -0.897
O -3.7242 -1.4486 2.5247 -0.939
O -2.9353 0.7912 3.2367 -0.903
S -2.5219 -0.7007 2.7284 1.733
H 2.0988 0.2784 -2.4501 0.242
H -0.8245 0.3077 -3.2862 0.231
H 1.7897 -0.0250 0.1393 0.205
H 1.1671 -0.6759 1.8328 0.342
H -3.5886 1.2797 2.7266 0.493
H -2.4096 -0.2347 0.2553 0.446
```


(5)
C4H6NO | ωB97M-V/def2-TZVPD

Total charge = +1
Frontier orbital gap (spin up / spin down) = 8.6418 / 8.6424 eV
Structure (SMILES) = C=[N+](C)C=C=O
LUMO energy (spin up / spin down) = -0.211 / -0.211 hartree
E = -285.649896 hartree
Energy above the lowest of the compared OMol25 structures with the same formula, charge and spin = 45.4 kcal/mol

Structure (XYZ):
```
12
Properties=species:S:1:pos:R:3:nbo_charge:R:1
C -0.3651 1.5624 -0.1693 0.050
C -1.7047 -0.5124 0.1153 -0.399
C -2.9595 -0.1496 0.1198 0.771
C 0.5765 -0.6342 0.0302 -0.429
N -0.5246 0.2144 -0.0810 -0.203
O -4.0694 0.0239 0.0001 -0.294
H -1.0432 2.3400 -0.2830 0.236
H 0.6721 1.8192 -0.1075 0.217
H -1.5781 -1.6571 0.1980 0.300
H 0.1794 -1.6456 -0.3529 0.241
H 1.4540 -0.2459 -0.4969 0.253
H 0.8370 -0.8918 1.0457 0.257
```


(6)
C4H6NO3 | ωB97M-V/def2-TZVPD

Total charge = -1
Frontier orbital gap = 5.6954 eV
LUMO energy = 0.062 hartree
E = -436.304616 hartree
Energy above the lowest of the compared OMol25 structures with the same formula, charge and spin = 184.8 kcal/mol

Structure (XYZ):
```
14
Properties=species:S:1:pos:R:3:nbo_charge:R:1
C -1.4124 -0.2441 0.4357 0.359
N -0.8151 -0.8889 -0.9740 -0.539
C -0.0731 1.5705 -0.9029 -0.679
C -0.0766 0.1791 -0.3106 0.111
C 1.1633 -0.3455 0.5490 0.371
O 1.3301 -1.6239 -0.0804 -0.753
O 2.0917 0.6643 0.5615 -0.733
O -2.3749 0.5669 0.6862 -0.558
H -1.2426 -1.0578 1.0720 0.132
H 0.5439 -1.6038 -0.7422 0.473
H -1.0268 2.0885 -0.4209 0.240
H -0.2940 1.3494 -1.9726 0.225
H 0.8528 2.1701 -0.6868 0.258
H 0.8890 -0.5423 1.6026 0.091
```


(7)
C4H6NO3 | ωB97M-V/def2-TZVPD

Total charge = -1
Frontier orbital gap = 8.3019 eV
Structure (SMILES) = C[C@@H](NC=O)C(=O)[O-]
LUMO energy = 0.143 hartree
E = -436.586288 hartree
Energy above the lowest of the compared OMol25 structures with the same formula, charge and spin = 8.1 kcal/mol

Structure (XYZ):
```
14
Properties=species:S:1:pos:R:3:nbo_charge:R:1
C -1.2858 1.3266 1.2375 0.526
N -0.2546 0.7768 0.6030 -0.612
C -0.0153 -1.7341 0.6362 -0.617
C -0.1274 -0.4565 -0.1716 -0.187
C 1.1785 -0.2448 -1.1818 0.794
O 1.8438 0.7707 -0.9050 -0.785
O 1.2538 -1.1529 -2.0120 -0.756
O -2.3836 0.8391 1.4353 -0.673
H -1.0277 2.3852 1.4586 0.077
H 0.6576 1.2290 0.5845 0.427
H 0.0097 -2.5871 -0.0459 0.221
H -0.9407 -1.8369 1.2060 0.197
H 0.7907 -1.8172 1.3542 0.195
H -0.9719 -0.5035 -0.8542 0.194
```


(8)
C4H6NO5P | ωB97M-V/def2-TZVPD

Total charge = -2
Frontier orbital gap = 6.0684 eV
Structure (SMILES) = CN(C)C(=O)C(=O)P(=O)([O-])[O-]
LUMO energy = 0.222 hartree
E = -928.373653 hartree
Energy above the lowest of the compared OMol25 structures with the same formula, charge and spin = 61.9 kcal/mol

Structure (XYZ):
```
17
Properties=species:S:1:pos:R:3:nbo_charge:R:1
C -0.0545 1.3963 1.4963 0.592
C 1.2802 1.2662 2.5315 0.189
C 0.9359 -0.3384 -0.0133 -0.420
C -1.4141 0.3361 -0.1819 -0.408
N -0.1422 0.4437 0.5648 -0.413
O 0.7487 -1.3967 2.4043 -1.254
O 3.1284 -0.4889 1.9056 -1.237
O -0.9939 2.1637 1.7569 -0.720
O 1.7606 2.3513 2.7938 -0.608
O 2.2561 -0.5871 4.3300 -1.215
P 1.9330 -0.5289 2.8952 2.306
H 0.7983 -0.2017 -1.0662 0.133
H 1.8408 0.0413 0.3639 0.271
H 0.9226 -1.2738 0.3045 0.238
H -1.5588 -0.6918 -0.3390 0.182
H -2.3022 0.7379 0.4163 0.222
H -1.4498 0.8589 -1.2488 0.141
```


(9)
C4H6NOS | ωB97M-V/def2-TZVPD

Total charge = +1
Frontier orbital gap = 10.2970 eV
Structure (SMILES) = O=C[C@@]1(S)C=C[NH2+]1
LUMO energy = -0.161 hartree
E = -683.844028 hartree
Energy above the lowest of the compared OMol25 structures with the same formula, charge and spin = 53.7 kcal/mol

Structure (XYZ):
```
13
Properties=species:S:1:pos:R:3:nbo_charge:R:1
C 1.0867 -0.6231 -0.1137 -0.158
C 0.5921 -1.0019 1.0781 0.002
C 0.0589 1.6926 -0.5824 0.390
C -0.0912 0.2180 -0.4385 -0.127
N -0.6178 -0.2211 1.0548 -0.560
O -0.7390 2.4689 -0.1572 -0.436
S -1.2554 -0.4053 -1.5542 0.164
H 1.8875 -0.8639 -0.6896 0.255
H 0.8958 -1.7332 1.7686 0.255
H 0.9344 1.9515 -1.1773 0.161
H -1.6025 -0.5671 0.9522 0.464
H -0.5856 0.5632 1.6803 0.443
H -0.5641 -1.4788 -1.8210 0.147
```


(10)
C4H6NP | ωB97M-V/def2-TZVPD

Frontier orbital gap = 8.4233 eV
Structure (SMILES) = CC(C)=NC#P
LUMO energy = -0.002 hartree
E = -552.061939 hartree
Energy above the lowest of the compared OMol25 structures with the same formula, charge and spin = 17.8 kcal/mol

Structure (XYZ):
```
12
Properties=species:S:1:pos:R:3:nbo_charge:R:1
C -0.7789 2.0779 0.3476 -0.288
C 0.2484 0.0525 0.2265 0.390
C -0.7276 -0.4349 -0.8115 -0.704
C 1.3081 -0.8997 0.6464 -0.665
N 0.1386 1.2364 0.7030 -0.513
P -1.9191 3.0565 -0.1184 0.363
H -1.6798 -0.6724 -0.3300 0.246
H -0.3692 -1.3146 -1.3402 0.221
H -0.9265 0.3700 -1.5224 0.248
H 0.8415 -1.8306 0.9709 0.231
H 1.9285 -0.5019 1.4435 0.237
H 1.9361 -1.1392 -0.2152 0.234
```


(11)
C4H6NP | ωB97M-V/def2-TZVPD

Frontier orbital gap = 9.3867 eV
LUMO energy = -0.031 hartree
E = -552.021727 hartree
Energy above the lowest of the compared OMol25 structures with the same formula, charge and spin = 43.1 kcal/mol

Structure (XYZ):
```
12
Properties=species:S:1:pos:R:3:nbo_charge:R:1
C -2.9683 0.2947 -0.0558 -0.005
C 0.1603 -0.4307 -0.0444 -0.374
C 1.5038 -1.0995 -0.0927 -0.657
C 0.1625 1.0484 0.1232 -0.667
N -3.7635 1.1099 0.0288 -0.470
P -1.1848 -1.4149 -0.1582 0.755
H 1.9732 -1.0756 0.8945 0.238
H 2.1653 -0.5768 -0.7853 0.235
H 1.4205 -2.1401 -0.4042 0.224
H -0.8494 1.4401 0.1930 0.257
H 0.6652 1.5227 -0.7218 0.233
H 0.7153 1.3218 1.0227 0.231
```


(12)
C4H6NP | ωB97M-V/def2-TZVPD

Frontier orbital gap = 8.4634 eV
LUMO energy = -0.023 hartree
E = -551.915665 hartree
Energy above the lowest of the compared OMol25 structures with the same formula, charge and spin = 109.6 kcal/mol

Structure (XYZ):
```
12
Properties=species:S:1:pos:R:3:nbo_charge:R:1
C -0.7409 -0.5083 -0.9628 -0.345
C 0.1750 -0.9526 -1.8141 -0.451
C 1.2103 0.2332 0.1656 -0.579
C -0.1333 0.1583 0.1459 0.231
N -1.4991 0.5171 2.0394 -0.808
P 1.9016 -0.7202 -1.2905 0.561
H -1.7359 -0.7917 -0.9120 0.226
H -0.0256 -1.5727 -2.7733 0.236
H 1.8847 0.6883 0.8100 0.237
H -1.9556 -0.4017 1.5855 0.344
H -0.8531 0.2726 2.8196 0.340
H 2.1736 0.1505 -2.3853 0.008
```